[1]
DFT (ωB97M-V/def2-TZVPD) results for a cluster of 11 separate species, C30H82O14 in total in a non-equilibrium geometry.

Its gap between HOMO and LUMO is 9.58 eV. The HOMO energy is -9.50 eV. Its energy is -61086.290 eV. Its SMILES is CC(C)O.CC(C)O.CC(C)O.CC(C)O.CC(C)O.CC(C)O.CC(C)O.CC(C)O.OCCO.OCCO.OCCO.

CARTESIAN COORDINATES (ANGSTROEM)
C 4.105 1.240 6.073
C 4.614 0.413 4.807
C 3.641 -0.146 3.812
O 5.498 1.332 4.193
H 4.976 1.626 6.714
H 3.552 0.381 6.432
H 3.401 2.006 5.835
H 5.229 -0.385 5.264
H 2.755 0.541 3.462
H 3.186 -0.929 4.172
H 3.897 -0.783 3.175
H 6.273 0.787 3.974
C 0.821 1.699 -4.281
C 1.390 3.025 -4.711
C 2.913 3.036 -4.631
O 0.983 3.453 -6.052
H 0.833 1.003 -5.114
H -0.252 1.694 -4.174
H 1.313 1.246 -3.586
H 1.117 3.802 -4.016
H 3.245 2.722 -3.617
H 3.193 4.028 -4.635
H 3.271 2.301 -5.370
H 0.124 3.839 -5.839
C -3.742 2.142 -3.336
C -4.369 0.809 -3.240
C -4.491 0.355 -1.743
O -5.723 0.946 -3.701
H -3.629 2.418 -4.391
H -2.774 2.140 -2.925
H -4.245 3.034 -2.868
H -3.949 -0.014 -3.733
H -5.019 0.861 -0.851
H -3.532 0.383 -1.231
H -4.642 -0.630 -1.895
H -5.648 1.267 -4.516
C -4.789 0.803 3.914
C -3.915 1.797 3.171
C -3.940 1.453 1.618
O -4.424 3.030 3.274
H -4.738 0.929 4.983
H -4.554 -0.277 3.642
H -5.795 0.813 3.652
H -2.802 1.668 3.530
H -5.064 1.290 1.129
H -3.579 0.473 1.372
H -3.211 2.127 1.072
H -3.828 3.705 2.936
C 0.184 -3.325 6.446
C -1.044 -3.830 5.579
C -1.079 -2.867 4.323
O -0.838 -5.178 5.118
H 0.221 -4.106 7.459
H 0.100 -2.407 6.928
H 1.216 -3.626 6.207
H -1.922 -3.714 6.106
H -1.419 -1.856 4.747
H -1.779 -3.365 3.658
H 0.012 -2.767 4.082
H -0.893 -5.830 5.779
C -2.303 -3.159 -1.760
C -1.418 -4.122 -2.505
C -1.472 -5.643 -2.040
O -1.876 -4.213 -3.824
H -1.828 -3.199 -0.908
H -3.394 -3.321 -1.714
H -2.275 -2.117 -2.066
H -0.580 -3.781 -2.370
H -2.441 -5.900 -1.967
H -0.955 -5.600 -1.048
H -0.985 -6.221 -2.778
H -2.698 -4.787 -3.782
C -2.990 4.405 -0.434
C -1.536 4.528 -0.258
C -0.726 4.661 -1.585
O -1.286 5.777 0.272
H -3.761 4.292 0.492
H -3.014 3.480 -0.895
H -3.586 5.197 -0.963
H -1.338 3.711 0.369
H -0.944 5.263 -2.308
H -0.677 3.478 -2.111
H 0.384 4.818 -1.476
H -1.449 5.676 1.265
C -0.427 0.448 -0.497
C 0.969 -0.065 0.051
C 0.973 -0.663 1.436
O 1.397 -1.023 -0.870
H -0.738 1.158 0.104
H -1.236 -0.433 -0.495
H -0.189 0.770 -1.582
H 1.710 0.795 -0.086
H 1.981 -1.139 1.562
H 0.201 -1.508 1.550
H 0.831 0.177 2.084
H 2.187 -0.683 -1.329
O 2.130 -2.473 -5.001
C 2.178 -1.897 -3.711
C 3.425 -0.961 -3.639
O 3.604 -0.413 -2.380
H 1.144 -2.735 -5.135
H 1.196 -1.356 -3.555
H 2.442 -2.967 -3.268
H 3.607 -0.248 -4.453
H 4.280 -1.686 -3.746
H 4.544 -0.127 -2.270
O 2.212 -3.923 -0.822
C 1.420 -4.588 0.020
C 1.658 -6.047 0.031
O 0.841 -6.638 1.043
H 1.834 -3.045 -0.947
H 1.338 -4.080 0.872
H 0.401 -4.272 -0.350
H 2.845 -6.162 0.258
H 1.273 -6.407 -0.699
H 0.952 -6.334 1.912
O 4.467 3.964 -1.242
C 3.135 3.885 -0.923
C 3.125 3.748 0.663
O 1.904 3.642 1.196
H 4.524 4.876 -1.347
H 2.644 4.805 -1.071
H 2.704 3.013 -1.338
H 3.653 4.520 1.014
H 3.456 2.943 1.096
H 2.116 3.320 2.077

Cartesian forces (eV/Å) of the 2 atoms listed first:
C 0.725 -2.274 -0.991
C 1.039 1.983 1.195

=====

[2]
DFT (ωB97M-V/def2-TZVPD) results for a structure of composition C4H6N2O in a non-equilibrium geometry.

Its gap between HOMO and LUMO is 9.87 eV. The HOMO energy is -8.95 eV. Its energy is -9268.057 eV.

CARTESIAN COORDINATES (ANGSTROEM)
C -1.966 -0.632 0.190
C -0.471 -0.060 -0.035
C -0.162 1.240 0.132
C 1.215 1.254 -0.025
H -1.872 -1.208 -0.662
H -2.899 -0.031 -0.260
H -2.046 -1.283 1.003
H -0.855 2.128 -0.018
H 1.931 1.984 0.088
H 2.520 -1.632 -0.246
N 1.482 -0.159 -0.282
N 0.493 -0.902 -0.212
O 2.630 -0.698 0.327

Cartesian forces (eV/Å) of the 2 atoms listed first:
C 0.863 2.903 -3.566
C -7.390 -2.319 1.689

=====

[3]
DFT (ωB97M-V/def2-TZVPD) results for an isolated molecule of C3H4N2S in a non-equilibrium geometry.

Its gap between HOMO and LUMO is 9.90 eV. The HOMO energy is -9.73 eV. Its energy is -16989.359 eV. Its SMILES is SC1C=NN=C1.

CARTESIAN COORDINATES (ANGSTROEM)
S 0.583 1.132 -1.561
C 0.450 -0.019 -0.190
C -0.830 -0.849 -0.108
N -1.425 -0.716 0.989
N -0.743 0.275 1.789
C 0.251 0.694 1.108
H 0.655 0.253 -2.537
H 1.352 -0.670 -0.141
H -1.159 -1.588 -0.826
H 0.867 1.489 1.476

Cartesian forces (eV/Å) of the 2 atoms listed first:
S -0.064 0.868 0.186
C -0.550 -0.788 0.166

=====

[4]
DFT (ωB97M-V/def2-TZVPD) results for an isolated molecule of C3H4N2O in a non-equilibrium geometry.

Its gap between HOMO and LUMO is 9.08 eV. The HOMO energy is -9.62 eV. Its energy is -8201.654 eV. Its SMILES is N#CC(=O)CN.

CARTESIAN COORDINATES (ANGSTROEM)
N -1.224 0.428 2.909
C -0.694 0.701 1.927
C 0.001 0.799 0.646
O 0.721 1.644 0.211
C -0.160 -0.644 -0.225
N 0.402 -0.434 -1.562
H -1.157 -0.908 -0.424
H 0.460 -1.300 0.218
H 1.297 -0.803 -1.825
H 0.353 0.517 -1.876

Cartesian forces (eV/Å) of the 2 atoms listed first:
N -0.032 0.054 -0.063
C 0.101 0.509 0.296

=====

[5]
DFT (ωB97M-V/def2-TZVPD) results for a cluster of 3 separate species, C4H12NO2 in total in a non-equilibrium geometry.

Its gap between HOMO and LUMO is 3.60 eV. The HOMO energy is -13.39 eV. Its energy is -9914.887 eV. The net charge is +1.

CARTESIAN COORDINATES (ANGSTROEM)
O 0.723 -0.123 -0.718
C 0.865 -1.093 -1.495
C 1.453 -2.303 -1.117
N 0.730 2.306 0.708
C -0.267 1.585 1.542
C -1.560 1.479 0.752
H 0.547 -0.881 -2.518
H 1.588 -3.115 -1.822
H 1.795 -2.455 -0.096
H 1.394 2.816 1.277
H 1.189 1.648 0.075
H -0.364 2.170 2.453
H 0.195 0.623 1.831
H -1.316 0.971 -0.174
H -1.815 2.512 0.505
H -2.382 1.023 1.296
H -0.856 -1.239 -0.208
H -1.110 -2.760 0.032
O -1.539 -1.900 -0.008

Cartesian forces (eV/Å) of the 2 atoms listed first:
O 0.660 -1.198 0.306
C -0.530 2.808 -1.007

=====

[6]
DFT (ωB97M-V/def2-TZVPD) results for a structure of composition C2HBrCl3O2P in a non-equilibrium geometry.

Its gap between HOMO and LUMO is 10.55 eV. The HOMO energy is -10.93 eV. Its energy is -123085.628 eV.

CARTESIAN COORDINATES (ANGSTROEM)
C 1.021 -0.616 -0.810
C -0.094 0.377 -0.275
O 1.438 -1.610 -0.255
O -1.830 1.228 -2.359
P -1.749 0.396 -1.180
Cl 1.690 -0.042 -2.321
Cl -2.916 0.980 0.354
Cl -2.207 -1.543 -1.371
Br 0.543 2.107 -0.129
H -0.497 0.031 0.617

Cartesian forces (eV/Å) of the 2 atoms listed first:
C 0.166 -1.029 1.259
C -0.149 -1.877 -2.240

=====

[7]
DFT (ωB97M-V/def2-TZVPD) results for a cluster of 7 separate species, C78H175N3OP3 in total in a non-equilibrium geometry.

Its gap between HOMO and LUMO is 7.53 eV. The HOMO energy is -16.17 eV. Its energy is -118061.304 eV. The net charge is +5.

CARTESIAN COORDINATES (ANGSTROEM)
C -14.902 -17.021 23.114
O -15.787 -17.209 22.040
H -15.465 -16.654 23.972
H -14.421 -17.933 23.469
H -14.106 -16.281 23.034
C -17.451 -14.334 23.933
C -18.399 -13.242 23.414
C -19.496 -12.780 24.435
C -20.307 -13.906 24.982
P -22.060 -13.529 25.477
C -22.774 -14.949 26.354
C -23.059 -16.209 25.470
C -23.706 -17.433 26.189
C -22.737 -18.039 27.258
C -22.040 -12.003 26.515
C -23.439 -11.328 26.726
C -23.264 -9.947 27.402
C -24.609 -9.442 27.940
C -22.947 -13.051 23.937
C -22.604 -13.664 22.623
C -23.524 -13.253 21.435
C -23.181 -14.044 20.175
H -18.004 -15.265 24.052
H -16.987 -14.076 24.885
H -16.669 -14.593 23.219
H -18.942 -13.527 22.513
H -17.772 -12.417 23.076
H -20.123 -12.080 23.882
H -18.966 -12.388 25.303
H -19.917 -14.432 25.854
H -20.565 -14.642 24.221
H -23.657 -14.472 26.779
H -22.125 -15.207 27.190
H -22.180 -16.625 24.977
H -23.653 -15.859 24.627
H -23.774 -18.271 25.495
H -24.666 -17.284 26.684
H -22.656 -17.378 28.121
H -21.763 -18.235 26.811
H -23.190 -18.971 27.594
H -21.356 -11.309 26.027
H -21.502 -12.281 27.421
H -24.130 -12.005 27.228
H -24.017 -11.025 25.853
H -22.978 -9.283 26.586
H -22.564 -9.964 28.237
H -24.822 -10.061 28.812
H -25.369 -9.547 27.166
H -24.661 -8.396 28.242
H -22.873 -11.976 23.777
H -23.952 -13.370 24.211
H -22.565 -14.752 22.662
H -21.559 -13.384 22.489
H -23.646 -12.176 21.319
H -24.540 -13.561 21.679
H -23.887 -13.768 19.391
H -23.222 -15.133 20.195
H -22.263 -13.669 19.721
C -11.465 -18.786 24.772
C -10.526 -17.997 25.808
C -11.022 -17.994 27.234
C -11.400 -19.271 27.949
P -12.011 -19.153 29.595
C -13.603 -18.211 29.514
C -14.821 -18.941 28.747
C -15.626 -19.852 29.679
C -16.348 -21.085 29.016
C -10.842 -18.216 30.674
C -11.149 -18.011 32.163
C -10.004 -17.682 33.144
C -9.497 -16.260 32.812
C -12.137 -20.788 30.350
C -10.880 -21.682 30.237
C -9.991 -21.509 31.584
C -10.448 -22.325 32.816
H -11.094 -18.562 23.772
H -12.508 -18.495 24.893
H -11.398 -19.872 24.825
H -10.530 -16.997 25.376
H -9.464 -18.242 25.814
H -11.715 -17.168 27.397
H -10.135 -17.669 27.778
H -10.544 -19.937 28.051
H -12.190 -19.864 27.488
H -13.440 -17.236 29.054
H -13.780 -17.979 30.564
H -14.377 -19.640 28.038
H -15.532 -18.267 28.269
H -16.314 -19.160 30.166
H -14.957 -20.260 30.436
H -17.122 -20.707 28.348
H -16.835 -21.575 29.860
H -15.657 -21.777 28.536
H -10.743 -17.245 30.190
H -9.849 -18.645 30.542
H -11.606 -18.970 32.407
H -11.905 -17.238 32.301
H -9.240 -18.451 33.251
H -10.477 -17.789 34.120
H -10.008 -15.425 33.292
H -9.473 -15.972 31.761
H -8.470 -16.169 33.167
H -12.894 -21.283 29.741
H -12.502 -20.803 31.376
H -10.305 -21.475 29.334
H -11.109 -22.747 30.203
H -9.908 -20.448 31.818
H -9.057 -21.919 31.201
H -9.722 -22.487 33.613
H -10.567 -23.357 32.489
H -11.384 -21.947 33.227
C -14.825 -22.969 24.378
C -14.721 -21.432 24.715
C -16.044 -20.619 24.562
C -16.454 -20.339 23.125
P -18.185 -19.495 22.939
C -18.524 -18.912 21.219
C -17.935 -19.617 19.975
C -18.317 -18.995 18.633
C -19.832 -19.009 18.286
C -19.417 -20.762 23.511
C -19.934 -21.779 22.452
C -18.816 -22.667 21.876
C -18.279 -23.612 22.999
C -18.441 -18.225 24.278
C -18.640 -18.661 25.777
C -18.863 -17.495 26.787
C -19.019 -18.016 28.223
H -15.556 -23.517 24.972
H -13.871 -23.466 24.552
H -14.980 -23.071 23.304
H -13.961 -20.851 24.194
H -14.299 -21.333 25.715
H -15.717 -19.720 25.082
H -16.851 -21.087 25.126
H -16.331 -21.190 22.455
H -15.874 -19.579 22.602
H -18.281 -17.852 21.295
H -19.607 -19.036 21.212
H -18.225 -20.666 20.034
H -16.851 -19.663 20.074
H -17.844 -19.536 17.813
H -18.050 -17.940 18.574
H -20.182 -18.619 17.330
H -20.356 -18.493 19.091
H -20.191 -20.039 18.279
H -20.262 -20.122 23.764
H -19.010 -21.236 24.404
H -20.364 -21.212 21.627
H -20.700 -22.331 22.998
H -17.956 -22.202 21.393
H -19.361 -23.323 21.198
H -19.015 -24.284 23.441
H -17.772 -23.085 23.808
H -17.490 -24.185 22.514
H -19.359 -17.660 24.121
H -17.674 -17.472 24.098
H -17.768 -19.166 26.192
H -19.492 -19.334 25.877
H -19.785 -16.971 26.535
H -18.075 -16.767 26.592
H -19.259 -17.295 29.004
H -18.069 -18.456 28.525
H -19.754 -18.818 28.162
C -14.714 -12.553 22.786
C -14.207 -12.016 21.431
C -15.159 -12.318 20.271
C -15.792 -13.755 20.288
N -16.839 -13.904 19.140
C -18.096 -12.983 19.369
C -19.231 -14.010 19.619
C -18.611 -15.284 20.062
C -17.350 -15.340 19.162
C -16.246 -13.568 17.738
H -14.167 -12.162 23.643
H -14.502 -13.622 22.744
H -15.749 -12.273 22.986
H -13.256 -12.460 21.138
H -13.893 -10.972 21.444
H -14.551 -12.173 19.378
H -15.891 -11.520 20.394
H -16.404 -13.863 21.183
H -15.052 -14.509 20.018
H -18.290 -12.392 18.474
H -17.853 -12.358 20.228
H -19.997 -13.947 18.847
H -19.590 -13.562 20.546
H -19.138 -16.231 19.951
H -18.294 -15.257 21.105
H -17.647 -15.590 18.143
H -16.584 -16.045 19.482
H -15.414 -14.248 17.554
H -15.727 -12.624 17.566
H -17.044 -13.598 16.996
C -19.263 -10.145 29.645
C -18.574 -10.613 28.382
C -17.225 -11.155 28.638
C -16.563 -11.786 27.438
N -15.309 -12.644 27.962
C -14.489 -13.072 26.675
C -14.684 -14.567 26.512
C -15.862 -14.895 27.431
C -15.711 -13.934 28.591
C -14.319 -11.850 28.859
H -19.577 -10.993 30.254
H -20.210 -9.716 29.318
H -18.643 -9.411 30.160
H -18.410 -9.816 27.657
H -19.135 -11.344 27.799
H -17.313 -11.932 29.397
H -16.523 -10.380 28.943
H -16.166 -11.006 26.788
H -17.328 -12.438 27.016
H -13.435 -12.828 26.811
H -14.786 -12.483 25.808
H -13.901 -15.293 26.727
H -14.856 -14.678 25.442
H -15.805 -15.907 27.831
H -16.819 -14.699 26.947
H -14.965 -14.270 29.311
H -16.627 -13.862 29.177
H -14.865 -11.375 29.674
H -13.921 -11.026 28.266
H -13.484 -12.507 29.100
C -12.922 -21.946 21.274
C -12.467 -20.620 21.803
C -12.984 -19.402 20.960
C -12.427 -19.388 19.541
N -13.053 -18.277 18.640
C -12.441 -18.237 17.227
C -13.591 -17.889 16.248
C -14.811 -17.709 17.060
C -14.547 -18.610 18.303
C -12.917 -16.903 19.374
C -11.467 -16.595 19.814
C -11.368 -15.215 20.381
H -12.567 -22.039 20.248
H -14.010 -21.881 21.281
H -12.415 -22.800 21.723
H -11.379 -20.609 21.734
H -12.684 -20.519 22.866
H -12.612 -18.599 21.597
H -14.059 -19.256 21.070
H -12.704 -20.366 19.147
H -11.353 -19.399 19.354
H -11.628 -17.513 17.282
H -12.058 -19.206 16.906
H -13.356 -17.040 15.606
H -13.705 -18.644 15.470
H -14.758 -16.650 17.312
H -15.717 -17.988 16.521
H -15.233 -18.237 19.064
H -14.702 -19.661 18.058
H -13.606 -17.066 20.203
H -13.225 -16.076 18.734
H -10.709 -16.546 19.033
H -11.030 -17.253 20.566
H -11.516 -14.494 19.578
H -10.317 -15.069 20.633
H -12.079 -15.003 21.180

Cartesian forces (eV/Å) of the 2 atoms listed first:
C -1.739 -0.244 -0.748
O 0.757 0.117 0.195

=====

[8]
DFT (ωB97M-V/def2-TZVPD) results for an isolated molecule of C2HN3OS2 in a non-equilibrium geometry.

Its gap between HOMO and LUMO is 7.84 eV. The HOMO energy is -9.53 eV. Its energy is -30273.351 eV. Its SMILES is S=c1nnc(S)no1.

CARTESIAN COORDINATES (ANGSTROEM)
S 2.308 2.456 0.464
C 1.224 1.243 0.156
N 1.210 0.038 1.088
N 0.365 -0.874 1.139
C -0.574 -0.718 0.025
S -1.567 -2.240 -0.467
N -0.630 0.276 -0.738
O 0.178 1.350 -0.549
H -2.515 -1.530 -1.117

Cartesian forces (eV/Å) of the 2 atoms listed first:
S -0.961 -1.533 -0.675
C 2.117 -0.498 3.796